[1]
DFT (ωB97M-V with the def2-TZVPD basis set) results for a molecular structure, C22H42N2O8 at a distorted geometry.

Structure (XYZ):
```
74
Properties=species:S:1:pos:R:3:forces:R:3:lowdin_charge:R:1
C -4.816553 -2.902063 1.460640 5.066 2.055 -5.369 0.0735
H -5.149223 -2.104711 1.954995 -1.573 3.137 1.632 0.0225
H -5.340441 -3.691110 1.432313 -4.366 -5.903 0.733 -0.0039
H -3.827249 -3.167316 1.749528 0.920 -0.127 0.380 0.0808
C -4.727352 -2.663948 -0.243234 -4.247 8.699 9.719 -0.4440
C -4.183436 -3.699853 -0.866152 1.890 -3.419 -7.218 -0.0664
H -4.851268 -4.621167 -0.716421 1.179 1.313 -0.641 0.1561
H -3.168328 -3.843809 -0.646929 1.319 -0.730 0.855 0.0785
H -4.067822 -3.270908 -2.046117 -0.672 -1.920 2.442 0.1777
C -6.079462 -2.148134 -0.668992 1.514 5.185 -2.448 -0.0372
H -6.845318 -2.758622 -0.602018 -3.265 -4.129 0.471 0.0131
H -6.651627 -1.193229 -0.182445 2.625 -1.899 -0.799 0.1557
H -5.992355 -1.962711 -1.806955 -0.246 0.067 1.502 0.1153
O -3.798904 -1.303622 -0.199230 0.113 -10.378 -5.370 0.0849
C -4.061352 -0.231190 0.249408 -7.271 3.304 9.422 -0.5763
O -5.085426 0.010610 1.192006 3.893 -0.471 -4.906 -0.1220
N -3.012020 0.504865 0.197582 -0.378 8.985 1.390 -0.0507
C -1.957163 0.313925 -0.627487 3.660 4.550 -4.710 -0.0830
H -0.949379 1.016143 -0.395544 -3.069 -2.164 -0.128 0.1673
H -1.752442 -0.656701 -0.544862 1.656 -3.942 -0.285 0.0684
C -2.227443 0.743552 -2.265991 0.689 2.552 5.172 -0.0619
O -2.300318 2.236136 -2.268570 3.523 -0.544 -2.297 -0.1963
C -0.977556 2.810586 -2.816785 -1.607 -1.799 2.640 -0.0666
C 0.063858 2.856626 -1.627112 -2.384 1.159 0.096 -0.2380
O 0.757719 1.738409 -1.785441 0.010 -6.668 4.226 -0.2192
C 1.944587 1.270180 -2.372666 -2.642 -3.349 0.565 -0.1581
C 3.213553 1.530550 -1.774681 0.068 8.505 -3.435 -0.2872
N 3.627777 1.137677 -0.620317 1.687 -9.065 5.309 -0.0494
C 3.923761 -0.343360 -0.659475 0.022 6.275 -11.788 -0.5655
O 4.176825 -0.837841 -1.798842 -1.602 0.786 1.540 0.0310
O 4.256577 -0.804349 0.349607 2.292 -6.601 10.043 0.1128
C 4.696371 -2.304238 0.306084 4.544 2.339 5.395 -0.3319
C 3.734822 -3.178813 -0.183510 -6.274 4.078 -3.007 -0.0678
H 2.715327 -3.229826 0.260044 0.685 0.654 0.196 0.1305
H 3.563190 -3.058444 -1.257105 0.099 0.071 0.024 0.1157
H 4.074676 -4.045791 -0.056341 2.923 -7.355 0.965 0.0238
C 6.107635 -2.378792 -0.442556 2.132 -3.419 15.666 0.0474
H 6.470521 -3.372930 0.104896 -0.413 1.464 -2.889 0.1511
H 6.767647 -1.638390 0.184920 -1.112 -0.966 -1.526 0.1290
H 5.855326 -2.031257 -1.232420 -1.623 2.873 -11.062 -0.0599
C 4.955172 -2.656506 2.085397 -12.267 4.597 -8.614 0.1103
H 5.086821 -3.524658 2.306029 2.265 -10.364 1.817 -0.0453
H 3.819605 -2.502377 2.455038 2.626 0.225 -0.484 0.1398
H 5.536658 -2.033171 2.402447 6.430 6.996 3.733 -0.0395
C 3.286955 1.599971 0.653937 4.437 -6.324 3.081 -0.1445
H 4.318066 1.088398 1.384457 -2.700 1.637 -1.730 0.2233
H 3.584670 2.514898 0.706428 0.482 6.214 0.688 0.0697
C 2.149667 1.068458 1.361523 -4.888 17.649 -0.162 0.0043
H 1.931573 0.218564 1.321640 -2.460 -13.341 0.664 0.0060
O 1.816288 1.897776 2.647117 13.696 -4.262 -4.686 -0.0913
C 0.665115 2.051783 3.037183 -6.730 0.472 2.036 -0.3631
H 0.093345 1.110814 2.950643 -0.779 0.385 0.153 0.1421
C 0.065956 3.200576 2.269327 -12.995 -9.151 8.215 -0.1097
O -0.934093 2.619184 1.455066 0.828 0.541 -3.296 -0.2649
C -2.168146 2.262777 1.935263 -2.913 1.741 1.305 -0.1496
H -2.670040 3.260728 2.605766 1.229 -2.500 -1.873 0.1647
C -3.218310 1.960925 0.557595 1.201 -1.127 5.781 0.0081
H -3.052611 2.721290 -0.133787 1.155 0.489 -1.698 0.0762
H -4.205442 2.234708 0.961358 0.210 -1.204 -0.129 0.1062
H -2.082537 1.440407 2.768268 -0.536 0.962 -1.881 0.1325
H -0.611261 3.666834 3.016623 0.744 0.924 0.030 0.1314
H 0.662461 3.775638 1.968491 8.560 8.176 -5.676 0.0273
H 0.811845 2.256730 4.077293 -0.866 0.440 1.240 0.1333
H 1.079285 1.556665 0.768124 2.941 -1.673 0.644 0.1946
H 3.177274 2.663609 -1.476546 -0.069 -0.706 -1.508 0.1834
H 4.012290 1.486261 -2.499949 0.065 -0.279 -0.620 0.1444
H 1.890332 0.057996 -2.388746 -0.500 2.753 -0.613 0.1895
H 1.801851 1.795874 -3.240830 1.185 0.258 -3.443 0.1017
H 0.722564 3.479857 -2.045609 2.359 4.541 -0.778 0.0632
H -0.273821 3.185026 -0.451083 0.627 -1.197 -3.543 0.1932
H -1.176220 3.828991 -3.097983 -0.406 0.230 -0.622 0.0997
H -0.519428 2.102733 -3.632530 -1.093 1.622 1.342 0.1537
H -1.514070 0.242226 -2.839743 1.451 -0.128 -1.176 0.0856
H -3.169568 0.640874 -2.622026 -3.054 -1.797 -0.703 0.0737
```
Positions in Å, forces in eV/Å.

Computed properties:
HOMO-LUMO gap   0.31147 Eh
Relative energy (zero: lowest compared OMol25 entry of this formula, charge and spin)   2646.7 kJ/mol
Electronic energy   -1573.92725 Ha
Lowest unoccupied orbital energy   0.38 eV
Strongest force on any atom   0.35615 hartree/bohr
Net charge   0

***

[2]
DFT (ωB97M-V with the def2-TZVPD basis set) results for 3 unconnected molecules or ions with the total composition C22H42NO7P at a distorted geometry.

Structure (XYZ):
```
73
Properties=species:S:1:pos:R:3:forces:R:3:lowdin_charge:R:1
C 1.691290 3.189754 0.238953 -0.083 -0.102 0.531 -0.0943
C 1.809823 2.069806 1.293685 0.369 0.519 0.160 -0.2422
C 2.946405 1.086011 1.018200 -0.406 0.167 -0.313 -0.2082
C 2.715642 0.023628 -0.065551 0.300 -0.123 0.232 -0.2050
C 1.404664 -0.763497 0.010132 0.151 0.387 0.223 -0.1968
C 0.121772 -0.136642 -0.572853 0.211 -0.544 -0.314 -0.2032
C 0.254889 0.766007 -1.810980 -1.260 0.206 0.565 -0.1758
C -0.908957 1.794672 -1.887563 0.490 0.140 -0.578 -0.2158
C -1.813669 1.607492 -3.103072 -0.571 0.196 0.556 -0.2175
C -2.800521 0.428492 -2.949246 -0.258 0.579 -0.843 -0.2635
C -4.275378 0.873327 -2.824570 -0.143 -0.575 0.199 -0.3534
P -4.693700 0.967832 -1.035568 -0.052 0.838 0.884 0.9459
C -6.224676 1.997727 -0.912079 -0.141 -0.495 0.463 -0.3361
C -6.375273 2.492356 0.530121 0.342 -0.513 -0.158 -0.3445
O -7.105075 1.500144 1.255682 -0.071 0.116 -0.192 -0.0897
N -5.245944 -0.657871 -0.777681 0.776 -0.201 -1.091 -0.0964
C -4.415796 -1.402950 -0.154071 -0.212 0.242 0.172 -0.4925
C -3.647035 -0.990312 1.080092 0.073 0.117 -0.245 -0.0677
C -4.152415 -2.812511 -0.630791 -0.138 0.213 0.452 -0.0402
H 2.163180 4.091114 0.628194 0.089 0.062 -0.105 0.0686
H 2.206333 2.939987 -0.686031 -0.197 -0.059 -0.174 0.0669
H 0.645712 3.436369 0.067572 -0.006 0.017 -0.329 0.0582
H 0.854173 1.584051 1.486209 -0.012 -0.183 -0.183 0.0878
H 2.064676 2.575581 2.228382 -0.105 -0.116 0.145 0.0979
H 3.798917 1.687531 0.700814 0.208 -0.067 0.247 0.0886
H 3.205601 0.591340 1.956498 0.066 -0.104 -0.007 0.1103
H 2.915261 0.433825 -1.057156 -0.247 0.076 -0.077 0.1009
H 3.507293 -0.712920 0.085039 0.067 -0.025 -0.084 0.0871
H 1.600043 -1.748404 -0.413765 -0.154 -0.002 -0.217 0.0988
H 1.221411 -0.946451 1.070230 -0.037 -0.133 0.033 0.0975
H -0.451065 0.352651 0.214445 0.156 0.304 0.012 0.0819
H -0.507883 -0.977264 -0.885898 -0.159 -0.001 0.140 0.0962
H 1.177665 1.332612 -1.820413 0.255 -0.277 -0.136 0.0760
H 0.143583 0.132343 -2.690368 0.596 0.029 -0.187 0.1095
H -0.481140 2.796826 -1.956228 0.023 0.052 0.116 0.0951
H -1.521956 1.776884 -0.986198 -0.038 -0.042 0.057 0.0895
H -1.248790 1.524329 -4.031929 0.231 -0.117 0.084 0.1069
H -2.401016 2.523198 -3.211433 -0.036 0.030 -0.070 0.0968
H -2.750809 -0.170602 -3.858719 0.187 -0.370 0.193 0.1006
H -2.537616 -0.171614 -2.076543 0.141 -0.250 -0.123 0.0732
H -4.907677 0.140803 -3.330074 -0.212 0.042 0.102 0.0748
H -4.454026 1.840305 -3.294159 0.079 0.106 0.027 0.0723
H -6.199607 2.849459 -1.588343 0.055 -0.093 -0.217 0.0760
H -7.084196 1.352263 -1.103794 -0.158 0.214 -0.346 0.0815
H -6.866298 3.466161 0.567894 -0.109 0.019 0.072 0.1050
H -5.373857 2.555817 0.966295 0.004 0.407 0.064 0.0824
H -6.918044 1.625160 2.185847 -0.055 -0.005 0.230 0.0751
H -4.040735 -0.065247 1.487394 0.015 0.054 0.035 0.0522
H -3.746032 -1.788512 1.817533 0.085 -0.041 0.038 0.0818
H -2.589051 -0.849146 0.852113 0.083 -0.088 0.069 0.0655
H -4.967667 -3.469747 -0.329841 -0.016 -0.136 -0.140 0.0841
H -4.040625 -2.794108 -1.710432 -0.199 -0.136 -0.082 0.0755
H -3.224190 -3.165720 -0.183120 -0.014 -0.171 0.023 0.0673
C 1.677116 -5.265433 3.067107 -0.076 -0.067 0.106 -0.1173
C 0.617721 -4.299776 2.578130 -0.185 -0.011 0.062 -0.1129
O 1.400089 -3.218402 2.061100 0.121 -0.288 0.096 0.0414
C 2.625466 -3.705619 1.737546 -0.022 0.015 0.009 -0.5607
O 3.454368 -3.112576 1.131824 0.063 0.058 -0.021 0.1692
O 2.775505 -4.969846 2.202480 -0.053 0.008 0.011 0.0624
H 1.388475 -6.308650 2.972238 0.107 -0.018 -0.121 0.1319
H 1.977541 -5.068441 4.097643 -0.005 0.036 -0.005 0.1327
H 0.013782 -4.713567 1.768641 0.036 -0.024 -0.016 0.1330
H -0.038565 -3.947011 3.369260 0.058 0.154 -0.021 0.1322
C 7.263832 -0.091304 0.167778 0.041 -0.165 -0.028 -0.1121
C 8.477541 0.545384 0.814751 0.071 -0.112 0.023 -0.1181
O 8.186354 1.940912 0.699721 -0.010 -0.060 -0.005 0.0594
C 6.842142 2.086570 0.590656 -0.014 -0.003 0.002 -0.5695
O 6.268072 3.122587 0.646404 -0.034 0.066 0.001 0.1684
O 6.246971 0.883669 0.409904 0.093 -0.013 -0.014 0.0453
H 6.987169 -1.044692 0.609882 -0.147 0.069 0.057 0.1338
H 7.380712 -0.216762 -0.909981 0.022 0.036 -0.003 0.1332
H 8.567877 0.291526 1.872368 -0.039 -0.001 0.004 0.1317
H 9.410217 0.309092 0.309692 0.011 0.157 -0.052 0.1304
```
Positions in Å, forces in eV/Å.

Computed properties:
HOMO-LUMO gap   0.28903 Eh
SMILES string   CCCCCCCCCCCP(CCO)N=C(C)C.O=C1OCCO1.O=C1OCCO1
Electronic energy   -1786.21565 Ha
Lowest unoccupied orbital energy   0.38 eV
Strongest force on any atom   0.02715 hartree/bohr
Net charge   0

***

[3]
DFT (ωB97M-V with the def2-TZVPD basis set) results for a molecular structure, C22H42NP3STb at a distorted geometry.

Structure (XYZ):
```
70
Properties=species:S:1:pos:R:3:forces:R:3:lowdin_charge:R:1
Tb 0.396216 -1.039619 -0.959774 -0.745 1.068 0.329 0.9748
P -0.308044 1.290871 0.791082 -0.459 0.987 0.186 0.7377
P -2.451717 -1.413752 -1.119288 -1.321 0.346 -0.588 0.7148
P 2.722768 0.689937 -0.740048 1.010 1.152 -0.139 0.7042
H 1.371373 -2.510770 -5.427258 0.269 0.104 0.442 0.1273
C 2.212373 -2.380679 -4.734497 1.198 -1.103 0.009 -0.2166
C 2.302212 -3.175940 -3.498268 -1.113 -0.617 -1.345 -0.1021
H 1.603566 -3.995639 -3.333940 -0.186 0.415 0.194 0.1136
C -0.915924 2.819337 -0.045352 0.171 -0.226 -0.176 -0.2428
C -1.716965 0.955478 1.910147 -0.099 -0.301 0.073 -0.2618
C 0.816457 2.018787 2.052848 0.302 -0.162 0.025 -0.2589
C -3.263045 -2.690796 -2.147609 0.429 -0.326 -0.158 -0.2581
C -3.535777 -1.533199 0.338733 0.221 -0.072 0.587 -0.2514
C -3.001129 0.129350 -1.964544 0.233 0.209 -0.165 -0.2561
C 4.085352 0.243727 -1.893921 -0.069 -0.276 -0.251 -0.2989
C 3.755629 0.887522 0.767697 -0.010 -0.225 0.190 -0.2517
C 2.426631 2.439671 -1.287532 -0.147 -0.213 -0.081 -0.2440
H 3.181301 -2.188920 -5.180344 -0.084 0.569 -0.120 0.1256
H 3.309479 -3.349441 -3.112338 -0.281 0.595 0.472 0.1240
H -1.165088 3.592765 0.695170 0.048 -0.254 -0.191 0.0746
H -1.798701 2.576590 -0.647846 0.145 0.077 0.179 0.0342
H -0.152921 3.195970 -0.734508 -0.192 -0.002 0.208 0.0258
H -1.689976 1.649763 2.759109 -0.118 -0.155 -0.256 0.0649
H -1.638550 -0.067644 2.291459 -0.102 0.158 0.129 0.0274
H -2.667426 1.072093 1.379417 0.146 -0.059 0.125 0.0479
H 0.230744 2.607705 2.770426 0.134 -0.119 -0.257 0.0675
H 1.571878 2.671262 1.605240 -0.192 -0.112 0.088 0.0323
H 1.325082 1.214547 2.596784 -0.089 0.263 0.032 0.0313
H -4.347343 -2.662030 -1.975695 0.304 0.000 -0.099 0.0761
H -2.866666 -3.670364 -1.854173 -0.290 0.027 -0.110 0.0517
H -3.044975 -2.534359 -3.209240 -0.167 -0.035 0.224 0.0244
H -4.456470 -0.962656 0.182872 0.112 -0.134 -0.064 0.0775
H -3.037263 -1.165018 1.234658 -0.182 -0.002 -0.069 0.0046
H -3.788083 -2.581876 0.519065 -0.023 0.095 -0.078 0.0624
H -3.827871 -0.083491 -2.656215 0.079 0.058 0.352 0.0689
H -2.165403 0.553362 -2.539962 -0.283 -0.098 0.144 -0.0006
H -3.308080 0.877868 -1.222075 -0.007 -0.200 -0.217 0.0443
H 4.805767 1.073269 -1.946947 -0.165 -0.375 0.007 0.0700
H 3.686605 0.027598 -2.896608 0.491 0.391 0.359 -0.0139
H 4.584436 -0.663348 -1.526160 0.032 0.216 -0.078 0.0604
H 4.744432 1.278420 0.493057 -0.287 -0.057 0.093 0.0728
H 3.887228 -0.102317 1.223388 0.219 0.236 -0.063 0.0417
H 3.299238 1.545985 1.512768 0.152 -0.166 -0.255 0.0307
H 3.335993 2.841223 -1.761302 -0.281 -0.116 0.294 0.0672
H 2.137914 3.083424 -0.444431 0.132 -0.230 -0.310 0.0409
H 1.610695 2.435941 -2.023075 0.230 0.092 0.214 0.0137
C 0.182836 -0.721644 -4.090346 -2.287 -0.277 -0.312 -0.5650
C 0.153845 0.621610 -4.519549 0.810 -0.695 -0.719 -0.1005
C -0.702017 0.918428 -5.583363 0.148 -0.091 0.001 -0.0122
C -1.571253 -0.047884 -6.111586 -0.196 -0.331 0.098 -0.0078
C -1.682670 -1.310470 -5.507777 0.002 0.315 0.046 -0.0316
C -0.821958 -1.634325 -4.450439 0.645 0.077 -0.197 -0.1328
S 1.703504 -1.301637 -3.330459 1.117 0.397 -1.206 0.9710
H -0.057761 0.641320 -2.131248 0.545 -0.490 1.159 -0.0637
H 0.885218 1.328912 -4.114691 -0.412 -0.173 -0.405 0.1108
H -0.640763 1.891149 -6.072757 -0.096 -0.142 0.367 0.1365
H -2.177021 0.186448 -7.001547 0.349 -0.105 0.582 0.1410
H -2.390356 -2.053020 -5.893647 0.234 0.356 0.262 0.1358
H -0.849344 -2.605645 -3.946484 -0.019 0.090 -0.477 0.1144
C 0.233088 -3.025587 3.714239 -0.090 0.103 -0.419 0.0145
C 1.167749 -2.015643 3.473363 0.233 0.157 -0.183 -0.0035
C 1.371935 -1.564409 2.174073 -0.530 -0.527 -0.168 -0.1285
N 0.653666 -2.060649 1.126639 -0.053 -0.237 1.033 -0.1772
C -0.282498 -3.029557 1.353114 0.761 0.562 0.590 -0.1466
C -0.506787 -3.526372 2.636636 -0.103 -0.096 -0.477 -0.0090
H 0.078880 -3.419937 4.718318 0.019 0.142 -0.243 0.1399
H 1.754769 -1.565263 4.272645 -0.161 -0.254 -0.099 0.1344
H 2.125088 -0.798253 1.936797 -0.540 -0.464 0.168 0.0751
H -0.836545 -3.392994 0.470612 0.234 0.100 0.559 0.0951
H -1.257560 -4.305586 2.756392 0.226 0.157 0.157 0.1313
```
Positions in Å, forces in eV/Å.

Computed properties:
HOMO-LUMO gap (alpha / beta)   0.22479 / 0.22622 Eh
Relative energy (zero: lowest compared OMol25 entry of this formula, charge and spin)   114.6 kJ/mol
Multiplicity   7
Electronic energy   -3163.88049 Ha
Lowest unoccupied orbital energy (alpha / beta)   -10.43 / -10.39 eV
Strongest force on any atom   0.04521 hartree/bohr
Net charge   +3